Entry 1:
# C34H34NbO6

A molecular structure, C34H34NbO6 at a distorted geometry (ωB97M-V with the def2-TZVPD basis set, OMol25).

ORCA input file:
```
! RIJCOSX wB97M-V def2-TZVPD def2/J DEFGRID3
* xyz -1 1
C -1.12397 -7.17863 1.87382
C -2.22668 -6.55711 0.94564
C -2.29295 -4.99125 1.06579
O -1.01465 -4.48536 0.72124
C -0.36877 -3.80114 1.80979
Nb -0.32679 -1.50187 1.53994
C 1.45097 -1.54382 3.02775
O 1.75573 -0.25405 3.60716
C 0.90162 -0.05403 4.71229
H -1.63806 -7.65541 2.73335
H -0.44129 -6.41738 2.30469
H -0.47222 -7.89547 1.33386
H -3.22914 -6.92238 1.25324
H -1.98046 -6.84495 -0.09576
H -2.65315 -4.68590 2.06693
H -3.01723 -4.59828 0.31770
H -0.80230 -4.01052 2.81372
H 0.71328 -4.09645 1.88302
H 0.83622 -1.62993 0.11277
H -1.77778 -1.57047 0.40952
H -1.54164 -1.36206 2.91641
H -0.24315 0.33692 1.45128
H 1.12864 -2.26507 3.83036
H 2.33249 -2.02442 2.54147
H 0.94282 -0.87272 5.46258
H -0.16394 0.08472 4.41164
H 1.23533 0.87973 5.21183
C -1.07132 -2.11738 -3.10291
C -0.47712 -1.22100 -3.98609
C -1.25839 -0.32566 -4.70230
C -2.64139 -0.33105 -4.54665
C -3.24025 -1.24700 -3.67741
C -2.44978 -2.13142 -2.94818
C -4.71493 -1.29879 -3.53599
O -5.24224 -2.09142 -2.77954
C -5.54222 -0.36803 -4.34522
C -6.93068 -0.44054 -4.26763
C -7.71355 0.43245 -5.00896
C -7.11333 1.38778 -5.82441
C -5.73089 1.46021 -5.90911
C -4.94165 0.57652 -5.17705
C -3.46395 0.64121 -5.30308
O -2.94202 1.47571 -6.02060
H -0.45890 -2.80790 -2.53671
H 0.59822 -1.21936 -4.11349
H -0.79178 0.37366 -5.38390
H -2.90803 -2.83235 -2.26326
H -7.40038 -1.17995 -3.63193
H -8.79349 0.37078 -4.95052
H -7.72546 2.07371 -6.39744
H -5.26648 2.20078 -6.54728
C 4.54627 7.82780 2.83529
C 5.92092 7.60833 2.84258
C 6.42659 6.35628 2.52557
C 5.55833 5.31402 2.21089
C 4.18036 5.52799 2.22667
C 3.67739 6.79087 2.52892
C 3.23816 4.41500 1.94061
O 2.03813 4.60902 1.95148
C 3.79101 3.07064 1.65172
C 2.92341 2.00206 1.43710
C 3.43272 0.74290 1.15323
C 4.80816 0.54771 1.07376
C 5.67806 1.60683 1.29195
C 5.17381 2.86909 1.59073
C 6.11226 3.98298 1.85581
O 7.31791 3.81576 1.79065
H 4.15259 8.80835 3.07435
H 6.59804 8.41577 3.09394
H 7.49598 6.18919 2.52679
H 2.60875 6.96245 2.52907
H 1.85192 2.14693 1.49513
H 2.75628 -0.08787 0.99205
H 5.20259 -0.43498 0.84537
H 6.74737 1.44923 1.23396
*
```

Results
HOMO energy = -0.1641 Ha
HOMO-LUMO gap = 5.427 eV

Entry 2:
# C6H14O3

3 unconnected molecules or ions with the total composition C6H14O3 at a distorted geometry (ωB97M-V with the def2-TZVPD basis set, OMol25).

ORCA input file:
```
! RIJCOSX wB97M-V def2-TZVPD def2/J DEFGRID3
* xyz 0 1
C -0.44510 0.60706 -3.12765
C -0.51185 1.05206 -1.67456
C -0.20773 0.24750 -0.66268
C -0.22334 0.75625 0.74217
C 0.13866 -0.07841 1.73034
C 0.25518 0.35414 3.16969
O 0.53478 -1.35997 1.42819
H 0.05398 -0.35316 -3.21093
H -1.50337 0.57109 -3.39647
H 0.24864 1.22721 -3.68095
H -1.04412 1.97504 -1.48720
H 0.27864 -0.70350 -0.79949
H -0.21169 1.82334 0.94436
H 0.77964 -0.47447 3.64790
H -0.71900 0.46411 3.64151
H 0.87144 1.22037 3.40022
H 1.30804 -1.49076 1.97589
O 2.95400 -0.40167 -1.13025
H 2.37197 -0.35177 -0.37910
H 3.32023 -1.26262 -1.31981
O -2.61666 -0.70336 -0.28375
H -3.22281 -0.55831 -1.01739
H -3.08906 -0.49694 0.52059
*
```

Results
relative energy (zero: lowest compared OMol25 entry of this formula, charge and spin) = 59.2 kcal per mole
HOMO energy = -0.2835 Ha
SMILES = C/C=C/C=C(/C)O.O.O
HOMO-LUMO gap = 8.362 eV

Entry 3:
# C47H56N12OS2V

A molecular structure, C47H56N12OS2V (ωB97M-V with the def2-TZVPD basis set, OMol25).

ORCA input file:
```
! RIJCOSX wB97M-V def2-TZVPD def2/J DEFGRID3
* xyz 0 4
V -1.21895 0.01418 0.03542
C -4.21583 -3.06889 0.82078
C -3.17702 -1.99420 0.86135
N -2.85263 -1.31494 -0.21990
N -3.27679 -1.82111 -1.37031
C -3.46198 -0.97846 -2.41740
N -3.25006 -1.55720 -3.61859
S -4.03100 0.60909 -2.29790
C -2.45905 -1.67297 2.08353
C -2.70473 -2.34505 3.29303
C -1.99761 -1.99954 4.42481
C -1.04447 -0.98595 4.35848
C -0.84524 -0.37418 3.13898
N -1.52118 -0.69776 2.03430
H -4.90326 -2.85718 0.00520
H -4.77476 -3.12644 1.75462
H -3.78417 -4.05577 0.62086
H -2.55407 -2.29550 -3.69783
H -3.43060 -1.00143 -4.42879
H -3.43787 -3.13661 3.32605
H -2.18327 -2.51926 5.35674
H -0.46508 -0.68550 5.22139
H -0.11406 0.41785 3.02358
C 5.67976 1.85444 0.27904
C 4.73096 2.31981 1.39256
C 5.15167 1.68651 2.72710
C 4.82954 3.83982 1.51366
C 3.31289 1.86858 1.06969
C 2.23863 2.74382 0.97978
C 0.98066 2.24436 0.69405
N 0.72802 0.95326 0.49688
C 1.75568 0.08515 0.56855
C 3.04170 0.52027 0.85307
C 1.44288 -1.34220 0.28508
C 2.38173 -2.34979 0.43524
C 2.06265 -3.65386 0.05884
C 0.77916 -3.87532 -0.41940
C -0.11881 -2.82832 -0.51072
N 0.19894 -1.58570 -0.14480
C 3.06539 -4.79846 0.11019
C 2.54470 -5.87262 1.07545
C 3.20261 -5.38963 -1.30160
C 4.44357 -4.33713 0.58413
H 6.69607 2.19036 0.49748
H 5.38326 2.26891 -0.68729
H 5.70274 0.76709 0.18710
H 6.17495 1.98089 2.97212
H 5.11629 0.59610 2.68281
H 4.49820 2.01461 3.53931
H 5.86179 4.11759 1.73349
H 4.20555 4.22657 2.32317
H 4.54177 4.33963 0.58550
H 2.35570 3.81039 1.11932
H 0.12759 2.90869 0.62286
H 3.84770 -0.19655 0.88575
H 3.37083 -2.12269 0.80032
H 0.46591 -4.85035 -0.76722
H -1.11193 -2.96944 -0.91582
H 1.57996 -6.26654 0.74953
H 2.42350 -5.46869 2.08401
H 3.25125 -6.70571 1.12191
H 2.26462 -5.82260 -1.65293
H 3.95880 -6.17971 -1.29793
H 3.49697 -4.62515 -2.02394
H 4.41193 -3.93556 1.60105
H 4.86389 -3.57803 -0.08049
H 5.12788 -5.18743 0.58750
C -1.49843 2.38814 -4.87234
C -1.00336 0.98699 -4.51884
C -0.95251 0.76382 -3.08305
N -0.91718 0.56619 -1.95608
H -1.53669 2.49858 -5.95536
H -0.83183 3.15642 -4.47683
H -2.50056 2.55254 -4.47487
H -0.00701 0.76426 -4.90176
H -1.65666 0.20653 -4.91013
C 1.94956 -6.12553 -6.07416
C 0.82458 -5.14176 -5.91179
C -0.31635 -5.20108 -6.70464
C -1.29602 -4.25898 -6.42380
N -1.17429 -3.33681 -5.48189
C -0.01544 -3.32733 -4.76583
S 0.15316 -2.11895 -3.54865
N 0.97496 -4.22651 -4.95841
H 1.82193 -6.74539 -6.96258
H 1.99806 -6.77676 -5.19883
H 2.89927 -5.59419 -6.13581
H -0.43734 -5.94002 -7.48557
H -2.22907 -4.25380 -6.98484
C -0.91696 3.53379 5.56613
C -1.37451 4.44301 4.45738
C -2.50047 5.24738 4.59981
C -2.96361 6.02716 3.55109
C -2.29284 6.03582 2.33331
N -2.81684 6.80609 1.26678
C -2.81331 6.55764 -0.09314
O -2.85729 7.47475 -0.89586
N -2.77098 5.24585 -0.53238
C -3.09680 4.05221 0.13618
C -4.12384 3.95787 1.06895
C -4.32427 2.75210 1.71228
C -3.51851 1.67309 1.39579
N -2.56912 1.74312 0.46344
C -2.37197 2.90669 -0.15553
C -1.13068 5.28293 2.19694
C -0.69408 4.48856 3.24470
H -1.15622 3.95041 6.54539
H 0.16090 3.36886 5.52160
H -1.40394 2.55608 5.49416
H -3.04126 5.24811 5.54054
H -3.86798 6.61527 3.66733
H -3.04607 7.76441 1.45704
H -2.60712 5.19352 -1.52404
H -4.74437 4.81723 1.28371
H -5.11198 2.63533 2.44487
H -3.66310 0.71132 1.86649
H -1.61696 2.91697 -0.93337
H -0.58305 5.31620 1.26173
H 0.20462 3.89331 3.12193
*
```

Results
relative energy (zero: lowest compared OMol25 entry of this formula, charge and spin) = 16.3 kcal per mole
HOMO energy (alpha / beta) = -0.2231 / -0.2231 Ha
HOMO-LUMO gap (alpha / beta) = 5.770 / 5.616 eV

Entry 4:
# C30H26Cl5N4PtS

A molecular structure, C30H26Cl5N4PtS at a distorted geometry (ωB97M-V with the def2-TZVPD basis set, OMol25).

ORCA input file:
```
! RIJCOSX wB97M-V def2-TZVPD def2/J DEFGRID3
* xyz -1 1
Pt -0.09245 -0.68859 -0.11204
C 3.92770 1.53698 3.15214
C 3.54636 1.03109 1.76198
C 3.72420 -0.45979 1.58552
C 5.01303 -0.96016 1.41217
C 5.23267 -2.29138 1.10920
C 4.14806 -3.14341 0.96074
C 2.84860 -2.68888 1.13746
C 1.69548 -3.64742 1.01699
C 1.32179 -4.25520 2.36820
C 2.64584 -1.34819 1.48538
N 1.32568 -0.84586 1.63133
C 0.99564 -0.35213 2.78110
C -0.13639 0.49084 2.99890
C -0.77574 0.84609 4.20028
C -1.79102 1.72770 3.83869
C -1.68182 1.89087 2.44130
N -0.68860 1.16190 1.93747
H 3.92690 2.62786 3.18067
H 4.92526 1.19253 3.43501
H 3.22869 1.18502 3.91392
H 4.17053 1.52180 1.01155
H 2.52383 1.32193 1.52248
H 5.84934 -0.27226 1.47335
H 6.24021 -2.65854 0.95733
H 4.30448 -4.18334 0.69433
H 1.97859 -4.44630 0.32606
H 0.83173 -3.14353 0.58216
H 2.15257 -4.83705 2.77415
H 0.45412 -4.91274 2.28029
H 1.07993 -3.47214 3.08872
H 1.62946 -0.57832 3.64238
H -0.52932 0.48971 5.19018
H -2.49300 2.22579 4.49132
H -2.27340 2.53804 1.80627
Cl -0.77660 1.87704 -2.11670
C -1.20240 0.30978 -2.71268
C -0.98570 -0.82172 -1.91004
C -1.39672 -2.03818 -2.45925
Cl -1.18549 -3.50129 -1.54836
C -1.99309 -2.13982 -3.71559
Cl -2.48747 -3.67260 -4.34199
C -2.19050 -0.99772 -4.48039
Cl -2.92162 -1.10409 -6.03973
C -1.79017 0.23556 -3.97296
Cl -2.04763 1.65838 -4.91554
C -1.84681 -2.93603 3.26957
C -2.86589 -1.99716 2.71151
C -4.09039 -1.86103 3.33770
C -5.03329 -0.97911 2.83309
C -4.76258 -0.20422 1.71810
C -3.54239 -0.28840 1.06423
C -3.32374 0.57640 -0.12815
C -2.56583 -1.22288 1.54036
N -1.36058 -1.49027 1.00753
H -2.21232 -3.39430 4.18859
H -0.92042 -2.40136 3.47617
H -1.59987 -3.71422 2.54784
H -4.30691 -2.44106 4.22595
H -5.99415 -0.88407 3.32608
H -5.50447 0.49650 1.35580
H -4.02293 1.41275 -0.11516
H -3.48958 0.00745 -1.04590
H -2.31021 0.96128 -0.14914
S 3.61064 1.59222 -2.11594
C 2.40869 0.70311 -1.47740
N 1.55959 0.04480 -1.02400
*
```

Results
relative energy (zero: lowest compared OMol25 entry of this formula, charge and spin) = 16.3 kcal per mole
HOMO energy (alpha / beta) = -0.1791 / -0.1790 Ha
HOMO-LUMO gap (alpha / beta) = 5.402 / 5.394 eV

Entry 5:
# C24H43N7O24S4

11 unconnected molecules or ions with the total composition C24H43N7O24S4 at a distorted geometry (ωB97M-V with the def2-TZVPD basis set, OMol25).

ORCA input file:
```
! RIJCOSX wB97M-V def2-TZVPD def2/J DEFGRID3
* xyz 0 1
C -4.34205 -3.52175 -1.84225
N -4.21855 -4.95269 -1.54035
O -3.11208 -5.35280 -1.17999
O -5.25616 -5.68117 -1.62867
H -5.00519 -3.41251 -2.70038
H -3.39930 -3.00059 -2.00877
H -4.79785 -3.05048 -0.97147
C -0.52222 4.87368 -4.35896
N -1.04931 5.81462 -3.30423
O -0.99055 5.52144 -2.16035
O -1.65651 6.74418 -3.72220
H 0.46904 5.24202 -4.62321
H -1.15270 4.75301 -5.23989
H -0.40683 3.94682 -3.79707
C -2.33138 -1.68659 2.83375
N -3.56404 -2.10603 2.08510
O -4.47530 -2.44338 2.82388
O -3.57636 -1.90274 0.93920
H -2.47205 -2.17761 3.79667
H -2.43957 -0.61054 2.96979
H -1.43488 -1.98224 2.28879
C -0.90491 1.30327 0.53204
N -0.16047 0.74109 -0.61249
O -0.80640 0.72449 -1.67299
O 1.00611 0.39787 -0.46143
H -1.96365 1.18323 0.30236
H -0.58984 2.33790 0.66763
H -0.62656 0.68494 1.38543
O 2.87009 4.17602 1.47982
S 3.05747 2.91540 2.29241
O 3.05436 3.03876 3.77317
O 2.07425 1.68467 1.83615
C 2.67345 0.45442 2.15291
C 4.06906 0.56618 2.10320
O 4.25050 1.91928 1.71569
H 2.18563 0.43372 3.12745
H 2.22938 -0.28392 1.48527
H 4.53159 -0.14150 1.41520
H 4.49786 0.40550 3.09234
O 0.39036 -0.49789 -5.00687
S -1.04868 -0.69326 -5.29101
O -1.35834 -1.61601 -6.40126
O -1.86036 -1.15006 -3.87412
C -3.08040 -0.43844 -3.68689
C -3.12738 0.69962 -4.69628
O -1.85423 0.73979 -5.38787
H -3.87623 -1.16317 -3.85871
H -3.16698 -0.05951 -2.66856
H -3.10154 1.65945 -4.18038
H -3.96799 0.56499 -5.37698
O -0.55124 -2.10093 0.13152
S 0.36959 -3.20111 -0.18805
O 1.71234 -3.00289 -0.79006
O 0.63884 -4.16474 1.17156
C 0.92947 -5.45046 0.74940
C 0.16682 -5.68140 -0.50077
O -0.35089 -4.40589 -0.97101
H 2.00539 -5.55916 0.61270
H 0.42833 -6.01822 1.53337
H -0.73724 -6.28119 -0.39580
H 0.83936 -6.15542 -1.21568
O 5.86179 -0.09820 -1.67393
S 5.53411 -0.73947 -2.93807
O 6.56011 -1.47046 -3.67223
O 4.06578 -1.56059 -2.65612
C 2.95339 -1.01827 -3.44454
C 3.37718 0.36788 -3.76475
O 4.78160 0.29362 -4.01092
H 2.70103 -1.63066 -4.31022
H 2.13098 -0.93237 -2.73435
H 3.15220 1.13268 -3.02140
H 2.94230 0.74874 -4.68883
C -4.62163 1.21262 1.59133
C -3.75713 1.91323 2.43813
C -3.53688 3.20415 1.92925
N -4.32590 3.36725 0.79240
C -4.88841 2.12293 0.48705
H -4.98529 0.19573 1.59903
H -3.37179 1.63133 3.40687
H -3.00981 4.01674 2.40707
H -4.49407 4.25422 0.33950
H -5.49090 1.88388 -0.37682
C -0.93340 5.35398 4.47864
C -0.71115 5.85239 5.78249
C 0.60214 6.40598 5.84643
N 1.15979 6.32325 4.55820
C 0.26136 5.54808 3.79339
H -1.78480 4.86292 4.03099
H -1.41623 5.77078 6.59649
H 1.15170 6.79734 6.68977
H 2.15041 6.48547 4.44656
H 0.62109 5.31770 2.80147
C 3.44745 -4.30622 2.85710
C 4.42074 -5.23989 2.50095
C 5.16919 -4.58912 1.44653
N 4.53905 -3.39048 1.26425
C 3.64292 -3.13428 2.19655
H 2.64590 -4.48582 3.55828
H 4.53915 -6.20257 2.97597
H 5.84473 -4.96444 0.69209
H 4.80576 -2.70735 0.56977
H 3.15248 -2.17277 2.23382
*
```

Results
relative energy (zero: lowest compared OMol25 entry of this formula, charge and spin) = 1.5 kcal per mole
HOMO energy = -0.2953 Ha
SMILES = C[N+](=O)[O-].C[N+](=O)[O-].C[N+](=O)[O-].C[N+](=O)[O-].O=S1(=O)OCCO1.O=S1(=O)OCCO1.O=S1(=O)OCCO1.O=S1(=O)OCCO1.c1cc[nH]c1.c1cc[nH]c1.c1cc[nH]c1
HOMO-LUMO gap = 7.774 eV